C3H6F2N2 in the gas phase at a distorted geometry, computed with ωB97M-V/def2-TZVPD.

The LUMO energy (alpha / beta) is 0.60 / 0.60 eV. The calculation puts the highest occupied orbital energy (alpha / beta) at -8.648 / -8.647 eV. Its net charge is 0. The calculation puts the calculated total energy at -427.04130 hartree. The value obtained for the largest force on an atom is 4.5 eV/Å.

Each line ends with the Mulliken charge.
CARTESIAN COORDINATES (ANGSTROEM)
1 C 0.4674 0.9867 0.0493  -0.839
2 C -0.4229 0.2828 1.1115  0.442
3 C 0.3738 -0.9565 -1.1648  0.061
4 N 0.1465 0.3955 -1.2010  -0.251
5 N -0.1225 -1.0893 1.0734  -0.659
6 F -1.7958 0.7059 0.8548  -0.349
7 F 1.6477 -1.3617 -1.0675  -0.224
8 H 0.2521 2.0411 -0.1979  0.367
9 H 1.4396 0.9315 0.2740  0.351
10 H -0.2578 0.7008 2.2462  0.220
11 H -0.0038 -1.7402 -1.7272  0.343
12 H -0.7763 0.7081 -1.5078  0.324
13 H -0.9480 -1.6048 1.2570  0.214